Entry 1:
{
  "formula": "C26H34AlCl4O4",
  "method": "wB97M-V/def2-TZVPD",
  "elements": ["H", "C", "H", "C", "Al", "O", "Cl", "O", "C", "H", "H", "C", "H", "C", "C", "H", "H", "C", "H", "C", "H", "C", "Cl", "C", "Cl", "C", "H", "H", "H", "C", "H", "C", "H", "H", "H", "H", "H", "C", "H", "H", "C", "C", "C", "H", "H", "Cl", "H", "C", "H", "C", "C", "O", "C", "C", "C", "H", "H", "H", "O", "H", "H", "H", "H", "C", "C", "H", "C", "H", "H"],
  "xyz": [[-2.789, -2.092, 1.274], [1.089, 5.024, -2.214], [3.960, 0.657, 1.544], [-4.560, 0.787, 2.094], [-2.687, 2.557, -0.262], [-0.510, -1.491, 0.198], [-6.802, -0.645, 1.628], [2.418, 5.505, -2.403], [-8.329, -1.165, 0.849], [3.409, -2.762, 2.452], [1.195, 5.307, -4.957], [-3.561, 1.731, 1.920], [5.849, -4.340, 0.255], [2.454, 6.355, -3.557], [-1.997, -0.043, 1.302], [6.530, -5.205, -1.135], [0.986, 3.805, 1.805], [0.191, 5.842, -3.129], [1.073, 3.961, -2.489], [2.919, 0.993, 1.507], [-8.238, -2.232, 0.654], [0.257, 1.826, 1.381], [2.568, 4.963, 1.028], [-2.984, -0.998, 1.464], [-2.443, -3.317, -0.152], [2.327, -1.372, 1.072], [-5.065, -1.388, 2.021], [3.214, -1.490, 0.425], [-0.112, 6.765, -2.628], [-0.604, -0.463, 0.835], [0.814, 5.116, -1.162], [0.536, 0.465, 1.153], [2.980, -6.083, -2.083], [-0.710, 5.308, -3.431], [5.588, -6.796, 0.506], [4.979, -4.379, -1.276], [1.558, -2.036, 0.672], [2.700, -1.926, 2.510], [1.878, -5.227, 0.642], [-7.725, -0.484, -1.109], [-1.131, 2.361, 1.355], [4.917, -6.244, -0.153], [1.904, 0.065, 1.244], [-9.138, -1.018, 1.562], [3.314, 6.095, -4.174], [-8.946, 1.296, -0.162], [3.030, -4.279, -0.280], [-2.264, 1.309, 1.531], [2.573, 7.388, -3.212], [5.607, -4.968, -0.605], [1.131, 6.163, -4.281], [3.730, -6.019, 0.591], [2.196, -5.983, -1.331], [-8.581, -0.425, -0.440], [-4.267, -0.593, 1.868], [4.712, -6.900, -1.004], [-9.442, -0.856, -0.948], [3.112, -1.118, 3.132], [-1.441, 3.553, 1.240], [1.769, -2.280, 2.980], [-5.547, 1.121, 2.400], [-3.754, 2.798, 2.077], [0.833, 7.033, -4.863], [2.668, 2.345, 1.691], [2.702, -5.306, -0.069], [1.383, -5.405, -1.772], [1.279, 2.760, 1.644], [1.832, -6.986, -1.104], [3.464, 3.058, 1.879]],
  "homo_lumo_gap_ev": 2.2,
  "e_tot_ev": -92374.7441,
  "e_lumo_ev": -8.692,
  "charge": 1,
  "multiplicity": 1
}



Entry 2:
{
  "formula": "C26H34BrMnN2O3P2",
  "method": "wB97M-V/def2-TZVPD",
  "elements": ["O", "H", "C", "H", "H", "C", "C", "C", "C", "H", "H", "C", "H", "N", "H", "Mn", "C", "H", "H", "H", "H", "C", "H", "C", "H", "C", "H", "H", "O", "C", "O", "C", "H", "C", "C", "H", "H", "H", "H", "H", "H", "H", "H", "C", "C", "P", "C", "C", "H", "H", "H", "H", "H", "Br", "H", "H", "C", "H", "C", "C", "H", "C", "C", "H", "C", "N", "P", "C", "C"],
  "xyz": [[1.364, -0.083, -0.738], [1.384, 1.097, 5.256], [0.933, 1.106, 4.264], [-0.585, -3.687, 0.548], [-2.112, 0.754, 4.862], [2.601, -4.639, -0.010], [0.496, -3.643, 0.508], [-1.339, 2.565, 1.734], [1.220, -4.716, 0.017], [2.850, -1.545, 1.325], [0.705, -5.597, -0.337], [-0.086, 2.394, -0.387], [-3.002, -2.693, -0.735], [-1.499, 0.298, -0.380], [0.901, 0.547, -2.838], [0.215, -0.375, 0.855], [-0.152, 2.734, 0.916], [3.446, 2.381, -0.189], [-3.398, 2.100, 1.729], [-1.355, 3.030, 2.711], [0.757, 4.360, -5.978], [0.848, 1.382, -3.524], [0.361, 2.024, 4.142], [-3.181, -0.381, -2.194], [1.555, -1.948, 3.841], [-2.447, 2.027, 1.220], [-0.596, -0.718, -2.821], [-1.329, 1.674, -2.060], [-0.652, -0.454, 2.637], [-2.066, -0.809, -1.234], [2.029, 0.666, 1.195], [-0.944, -1.420, -2.064], [-1.328, -2.303, -2.575], [0.776, 3.524, -5.292], [0.597, 2.234, -5.760], [1.712, 1.072, 3.502], [-0.087, -1.716, -1.461], [-1.860, -2.115, 0.494], [-2.154, -0.997, 5.138], [3.202, -5.450, -0.396], [0.661, 3.309, 1.347], [-3.362, 1.337, -0.621], [3.148, 1.511, -1.726], [2.403, -2.457, 0.950], [-1.188, 1.607, -0.988], [1.349, 3.114, -1.295], [-2.624, -1.807, -0.226], [-1.524, -0.109, 5.176], [-4.121, -0.163, -1.690], [0.438, 2.059, -6.816], [-1.176, 0.044, 6.197], [1.238, -1.594, 5.553], [1.128, 4.756, -3.573], [5.065, -3.292, 0.496], [-3.375, -1.206, -2.878], [-3.442, -1.364, 0.345], [2.066, 0.750, -0.069], [-2.899, 0.476, -2.805], [-2.417, 1.409, -0.106], [0.988, 3.746, -3.937], [0.112, -2.612, 4.625], [1.023, 2.682, -3.039], [0.633, 1.162, -4.875], [0.501, 0.153, -5.242], [2.703, 1.872, -0.799], [1.067, -2.523, 0.960], [-0.146, -0.306, 4.057], [0.777, -1.749, 4.579], [3.197, -3.489, 0.478]],
  "homo_lumo_gap_ev": [8.5, 8.0],
  "s_squared": 3.77,
  "e_tot_ev": -156573.5247,
  "e_lumo_ev": [-2.242, -2.317],
  "charge": 1,
  "multiplicity": 4
}



Entry 3:
{
  "formula": "C26H34Cl2FeNO3S5",
  "method": "wB97M-V/def2-TZVPD",
  "elements": ["S", "C", "C", "C", "C", "H", "H", "H", "Cl", "H", "H", "H", "H", "H", "C", "H", "O", "C", "S", "C", "H", "H", "S", "H", "H", "H", "H", "H", "H", "S", "C", "C", "C", "H", "C", "H", "C", "H", "C", "H", "O", "H", "S", "C", "H", "H", "H", "C", "C", "C", "H", "C", "H", "N", "C", "C", "O", "C", "C", "H", "Fe", "C", "C", "H", "H", "C", "C", "H", "Cl", "H", "H", "H"],
  "xyz": [[2.592, -1.449, 0.420], [0.949, 0.304, -3.016], [1.346, -0.728, 6.086], [2.350, -1.363, 6.811], [2.450, 1.728, 4.448], [-0.224, -3.222, -3.276], [1.827, 2.188, -2.452], [-0.933, -1.676, -3.707], [-1.157, 2.515, 5.949], [-0.117, 0.510, -3.020], [2.693, 0.797, -1.840], [1.620, 4.295, 2.414], [-4.095, 1.043, 0.861], [4.283, -2.351, 3.534], [0.386, 3.497, 3.979], [4.230, -0.544, 1.845], [0.494, 0.109, 2.694], [3.605, -2.456, 2.687], [-1.445, -0.574, -1.045], [1.520, 3.543, 3.187], [4.273, -4.364, 1.837], [1.862, -4.549, 5.795], [-1.778, 1.493, 1.283], [5.188, -2.959, 1.306], [-3.272, 1.559, -0.615], [2.980, -0.754, 7.446], [3.328, -3.206, 7.284], [-0.594, 3.502, 1.136], [1.333, 0.528, -4.012], [0.992, 1.495, -0.363], [-0.435, -0.659, 3.086], [-0.365, 2.619, -0.829], [0.499, -1.479, 5.270], [-1.547, -1.555, 4.633], [3.245, -3.148, 0.376], [2.342, -3.751, 0.483], [-1.194, 2.966, 0.399], [0.073, 3.519, -1.261], [0.286, 2.543, 4.975], [-2.245, -2.656, -1.885], [1.097, -1.677, 0.641], [-0.424, 4.202, 3.848], [1.232, -1.464, -2.681], [2.554, 2.654, 3.428], [-0.983, 2.129, -1.584], [0.383, 0.898, 6.875], [-2.046, 3.592, 0.139], [4.187, -3.312, 1.566], [2.545, -2.728, 6.710], [-3.008, -0.537, -0.148], [2.677, -2.892, 3.064], [-1.255, -2.262, -1.650], [-0.975, 0.075, 4.977], [1.171, 0.689, 6.277], [-3.192, 0.920, 0.266], [-0.690, -0.888, 4.549], [-1.180, -1.177, 2.199], [1.693, 1.193, -2.024], [3.317, -1.109, 2.045], [3.469, 2.697, 2.853], [-0.170, -0.141, 0.818], [1.727, -3.478, 5.875], [-0.406, -2.209, -2.915], [-3.819, -0.848, -0.805], [0.047, -3.441, 4.548], [1.295, 1.609, 5.237], [0.714, -2.853, 5.169], [-2.955, -1.188, 0.724], [3.835, 0.737, 4.775], [2.611, -0.476, 2.580], [3.696, -3.339, -0.596], [-0.791, -2.871, -0.875]],
  "homo_lumo_gap_ev": 8.5,
  "e_tot_ev": -148751.9888,
  "e_lumo_ev": -1.964,
  "charge": 1,
  "multiplicity": 1
}



Entry 4:
{
  "formula": "C26H34Cl5IrN8S",
  "method": "wB97M-V/def2-TZVPD",
  "elements": ["H", "C", "C", "H", "H", "H", "Ir", "H", "C", "N", "N", "H", "H", "H", "H", "C", "H", "C", "H", "C", "Cl", "C", "H", "H", "N", "H", "H", "C", "C", "C", "C", "C", "H", "C", "H", "Cl", "C", "H", "Cl", "H", "H", "H", "Cl", "H", "C", "H", "H", "S", "C", "C", "H", "C", "N", "C", "H", "H", "N", "C", "N", "H", "C", "C", "C", "H", "C", "H", "Cl", "N", "N", "H", "H", "C", "H", "C", "H"],
  "xyz": [[1.611, -4.683, -2.825], [2.019, 2.205, -1.775], [0.721, 1.858, -2.003], [-5.020, 2.807, 0.260], [4.644, -1.479, -0.296], [2.596, 0.679, 5.331], [0.369, 0.425, -0.276], [2.481, -0.907, 1.428], [0.643, 4.636, -0.540], [-1.954, 2.268, -0.454], [1.044, 0.026, 4.092], [-1.564, 4.332, -0.804], [1.796, -2.529, 1.706], [0.211, -4.200, -0.430], [-0.251, -2.959, -3.168], [-3.027, -2.157, -0.125], [0.601, -1.249, 5.771], [-1.014, -0.712, 4.365], [-3.870, 3.039, -1.062], [-3.073, -3.539, -0.192], [3.713, 5.736, -2.757], [2.897, 3.302, -2.112], [3.003, -0.689, 4.271], [3.550, -2.294, 1.729], [0.527, -1.546, -0.440], [-1.964, -5.379, -0.321], [1.079, -2.259, -4.116], [1.436, 5.228, -1.410], [-0.714, -3.639, -0.382], [2.332, -3.912, -2.549], [0.322, 0.542, 3.085], [-4.541, 2.334, -0.599], [-0.810, 4.728, 1.738], [0.598, -2.274, -3.139], [0.305, 2.391, -0.095], [2.838, 0.749, -1.134], [-1.830, -1.441, -0.212], [-1.875, 3.179, 1.664], [1.099, 6.917, -1.723], [-4.038, -4.024, -0.123], [4.590, -3.242, -0.427], [-0.162, 3.649, -3.040], [-0.692, 3.392, -0.434], [-1.199, 2.321, -2.576], [2.602, 4.639, -2.080], [-3.962, -1.679, 0.013], [2.934, -4.283, -1.727], [0.865, 1.610, 1.839], [0.226, -0.747, 4.897], [-2.454, 1.095, -0.264], [-1.684, 0.335, 2.623], [-1.008, 3.738, 1.349], [-0.931, 0.089, 3.247], [1.636, -2.181, -0.940], [4.067, -2.228, -1.790], [-1.929, -1.181, 4.676], [-1.574, -0.026, -0.077], [-1.922, -4.299, -0.307], [2.721, -2.281, -0.168], [2.969, -3.707, -3.409], [4.083, -2.319, -0.708], [2.621, -1.978, 1.259], [-4.828, 0.159, 0.315], [-5.112, -0.580, -0.429], [2.465, 0.255, 4.339], [0.253, -1.272, -2.897], [4.451, 2.815, -2.677], [1.584, -2.718, -2.156], [-3.835, 1.113, -0.174], [-5.314, 2.059, -1.318], [2.841, 0.951, 3.595], [-0.680, -2.247, -0.374], [-5.724, 0.732, 0.538], [-0.264, 2.818, -2.342], [-4.523, -0.314, 1.247]],
  "homo_lumo_gap_ev": [6.0, 5.9],
  "s_squared": 6.08,
  "e_tot_ev": -115686.8976,
  "e_lumo_ev": [-6.284, -7.094],
  "charge": 2,
  "multiplicity": 5
}